[1]
Below is a molecular structure, C40H40AuN5O3Te, with properties calculated with ωB97M-V/def2-TZVPD.

ORCA input file:
```
! wB97M-V def2-TZVPD RIJCOSX def2/J DEFGRID3
* xyz 0 3
H 19.2617 15.9516 13.1637
H 11.5127 18.2106 11.1099
O 17.3548 12.3625 14.9178
H 17.0245 7.8846 13.3756
C 12.8538 12.1761 16.4847
C 9.5542 19.0077 10.3599
H 14.8814 16.2664 11.8214
O 12.7491 16.4967 13.5374
C 8.7880 8.0768 11.4588
H 15.2116 9.9973 17.6933
C 12.5814 12.9197 19.2490
C 17.1857 15.8035 12.6731
H 20.0774 14.4623 15.2967
N 10.5276 18.9491 11.3069
Au 14.5136 12.8235 14.2860
N 18.3611 14.2683 14.0759
C 11.5181 14.2340 15.8525
C 15.1952 8.8195 12.8910
H 11.2068 15.1691 16.3354
H 10.6143 13.6609 15.5378
H 8.5969 20.7069 15.0184
C 14.2053 10.0612 17.2099
C 15.0408 10.0974 10.8265
C 8.7385 18.2733 8.2038
H 13.3740 11.0097 19.7288
C 7.1658 18.9580 9.8588
C 17.0451 8.8150 11.3344
C 10.0449 7.4054 11.5952
H 6.6328 18.4333 7.8483
H 20.3789 13.5310 13.7908
C 8.1734 19.2209 10.7650
H 11.7847 14.7320 18.4880
H 9.8883 11.1439 12.7456
C 9.6338 20.2042 13.2889
C 11.1887 8.0904 11.9151
H 16.6879 9.8749 9.4116
H 7.6953 9.8280 12.0965
C 11.0776 9.4372 12.2782
Te 12.7269 10.8250 12.6364
C 9.8072 18.6546 8.9975
H 17.0639 16.7207 12.0928
H 12.4032 13.2086 20.3247
C 9.0101 17.8312 6.8030
C 16.0454 14.9972 12.8710
C 13.4468 11.3503 17.5512
O 12.3320 17.4152 11.4911
H 8.1026 17.4266 6.3121
H 19.5113 12.8096 15.1030
H 9.1260 20.9744 12.6762
N 14.8724 15.3671 12.3072
H 7.9216 7.4488 11.1041
C 16.5290 8.4722 12.5972
C 10.4514 19.1918 12.6699
C 14.4873 9.7114 12.0779
H 14.7599 8.5932 13.8778
C 18.3259 15.3749 13.2479
H 10.1091 6.3360 11.4575
H 11.8137 19.2493 9.3289
H 11.4305 17.4317 15.4525
C 12.2017 13.4034 16.8894
C 13.2285 11.7427 18.9002
C 16.2937 9.6270 10.4429
H 6.1317 18.9801 10.1935
N 13.0975 11.8452 15.2814
H 9.7785 17.0017 6.7755
H 8.0859 19.4708 11.8437
C 8.6618 9.3908 11.9414
N 16.0864 13.8822 13.6857
H 12.0687 14.3424 14.8905
C 17.2572 13.3850 14.3023
H 14.3153 9.9916 16.1044
C 11.1925 18.2513 13.4837
C 12.1470 17.3158 12.7879
H 12.2243 7.6657 11.7701
C 11.2422 18.6837 8.5682
H 14.0580 15.0383 12.7391
C 10.0414 19.0938 15.3839
H 9.2529 18.7037 6.1782
H 14.5381 10.8021 10.2136
C 10.9510 18.2024 14.8253
H 11.7206 17.6571 8.4911
C 9.8211 10.1042 12.3267
H 9.8689 19.0983 16.4333
H 11.3211 19.0201 7.5785
C 12.1245 13.7142 18.2405
C 9.3641 20.0639 14.6290
H 13.5813 9.1547 17.5458
H 17.9948 8.4051 10.9418
C 19.6382 13.7180 14.5779
C 7.4296 18.5194 8.5792
*
```

Summary:
**E_tot**: -2451.265536 a.u.
**LUMO (spin up / spin down)**: -0.50 / -2.69 eV
**Orbital gap (spin up / spin down)**: 5.1 / 2.9 eV

=====

[2]
Below is C3H6N2 in the gas phase, with properties calculated with ωB97M-V/def2-TZVPD.

ORCA input file:
```
! wB97M-V def2-TZVPD RIJCOSX def2/J DEFGRID3
* xyz 0 1
C 0.8215 -0.0688 0.1338
C -0.4980 0.5836 -0.1203
H 2.9666 0.1833 0.4667
N -1.4560 -1.3959 0.2156
H -0.5588 1.5374 0.1986
H 0.7617 -1.1624 0.3725
C 2.0209 0.6801 0.0972
H -2.3751 0.1133 -0.7440
H 2.1230 1.6847 -0.2460
N -1.5131 -0.2204 -0.2901
H -2.2926 -1.9350 -0.0839
*
```

Summary:
**E_tot**: -227.274588 a.u.
**LUMO (spin up / spin down)**: 0.61 / 0.42 eV
**Orbital gap (spin up / spin down)**: 7.9 / 7.9 eV

=====

[3]
Below is 11 unconnected molecules or ions with the total composition C36H43F5N6O12, with properties calculated with ωB97M-V/def2-TZVPD.

ORCA input file:
```
! wB97M-V def2-TZVPD RIJCOSX def2/J DEFGRID3
* xyz -1 2
C 2.8478 -1.5671 -3.6787
N 4.0217 4.2161 2.6626
F -3.8131 -2.7347 1.0889
H 0.0602 5.0959 -0.0289
C -3.0426 -4.1467 -2.7284
C -0.8731 0.2558 -5.1042
O 1.8775 -3.6464 -4.1321
H 4.7231 -2.6866 -1.0071
C -0.2341 -4.9588 2.3203
C 3.5823 -5.8874 -1.1347
H -4.6632 -5.0557 0.1279
H 1.9917 4.2482 3.0835
O -0.5374 4.0350 2.1880
C 1.2106 -1.3043 6.1059
C -2.5311 -2.9130 -2.3067
C 0.9321 2.2122 -5.9524
H -2.5407 3.7669 4.5435
C 0.0005 0.6912 0.8117
H 2.4739 -2.1693 -0.5898
C 2.5991 1.0158 5.3053
C -4.0970 -4.4560 -0.5694
C 4.0416 -3.5237 -1.0412
O 0.5667 7.4592 -0.2136
N 1.6762 -2.5459 -3.5772
F -3.5000 1.9091 2.2457
H 3.1180 1.9124 5.0001
H -1.6063 -0.4859 -4.8238
C -4.3917 0.5755 -1.0342
C 1.9045 -0.5483 7.0107
C 4.5065 -4.8212 -1.2906
H -0.7542 5.0746 -1.6731
C -3.1647 2.8009 0.0436
H -2.9621 3.4833 -1.8937
H -4.7195 -0.0506 0.9589
C -0.6979 5.5269 -0.6829
H 3.1282 1.1795 7.4107
H -2.5813 3.5925 0.4901
H 0.0352 0.5889 -3.1055
C -3.5818 -3.2351 -0.1494
O -1.2071 7.7396 -1.4713
H 2.7779 -1.0343 -4.6270
H 3.8385 -2.0117 -3.5850
C 1.9099 0.2820 4.3758
H 2.5297 3.4169 1.4733
H -2.7547 -4.6045 -3.6632
F 1.8157 3.1489 -6.3538
O 0.9709 2.3909 -0.2554
H 0.0287 1.8922 -7.8546
H -1.6827 5.5348 -0.2158
O 4.4631 3.0645 2.8279
C 1.1539 -0.8464 4.7938
H -0.1743 -5.2148 1.2625
H -1.5807 0.2410 -7.0904
H 3.9640 -6.8977 -1.1236
O 1.7410 0.4443 -0.7716
H -1.1982 4.8867 4.8642
H -4.9694 -0.2890 -1.3262
C -1.5277 4.0461 4.2536
C -4.2018 0.6843 0.3602
C -3.9808 1.5883 -1.8653
C -0.9054 0.6939 -6.3796
H 2.4838 5.1799 1.6654
H 0.6429 -2.1918 6.3434
H -2.3417 -1.5852 -0.5691
H 0.0462 1.5021 1.5386
C -3.6572 1.8215 0.8936
H 0.3315 -0.2373 1.2769
F 1.3922 -6.6097 -0.9580
N -1.5016 4.4070 2.8297
O 0.5653 -2.2095 -3.2338
H -4.2330 -5.8856 -2.0488
H 5.5499 -5.0243 -1.4817
C 2.6159 4.2336 2.1900
H 2.6641 -0.8667 -2.8640
H 1.9386 -0.8520 8.0465
C 1.8346 -4.2706 -0.5578
O -2.5125 5.0157 2.4233
C 2.7200 -3.2135 -0.7140
H -0.8500 3.2239 4.4833
F 1.6916 0.7996 3.1283
C -3.3921 2.6939 -1.2951
C 0.0450 0.8028 -4.1640
H -0.9744 0.6159 0.3300
N -0.5888 -3.5102 2.5076
N 0.9468 1.1633 -0.2379
C -2.8010 -2.4546 -1.0157
C -3.8609 -4.8863 -1.8779
C 2.5980 0.6115 6.6606
N -0.4373 7.0157 -0.8083
H -0.9303 -5.5326 2.9320
C 0.9270 1.7958 -4.5929
H -4.0688 1.4262 -2.9294
C 0.0316 1.6277 -6.8075
H 0.4911 -1.2284 4.0316
O -0.4410 -2.7605 1.5130
H 1.6567 2.2284 -3.9245
O 4.5949 5.2836 2.7998
C 2.2730 -5.5854 -0.8888
H 0.7124 -4.9735 2.8607
H 0.7861 -4.0589 -0.4087
H -1.8608 -2.4059 -2.9850
O -1.1044 -3.1646 3.6006
*
```

Summary:
**E_tot**: -3127.705690 a.u.
**LUMO (spin up / spin down)**: 0.95 / 0.95 eV
**Orbital gap (spin up / spin down)**: 1.7 / 5.3 eV